{
  "formula": "C11H8NO5Ru",
  "method": "ωB97M-V/def2-TZVPD",
  "homo_energy_ev": [-20.96, -21.57],
  "total_charge": 3,
  "multiplicity": 5,
  "gap_ev": [8.95, 5.00],
  "species": ["O", "C", "Ru", "O", "C", "C", "O", "C", "O", "C", "O", "H", "N", "C", "C", "C", "C", "C", "C", "H", "H", "H", "H", "H", "H", "H"],
  "coordinates": [[-1.897, -4.222, -1.108], [-1.588, -3.266, -1.620], [0.351, 0.023, -1.879], [2.108, -1.855, -0.305], [1.497, -1.068, -0.899], [1.486, 1.506, -1.813], [2.195, 2.436, -1.874], [-0.524, 3.402, -3.590], [-1.620, 3.179, -3.845], [0.887, -0.552, -3.537], [1.150, -0.991, -4.575], [-0.537, -1.271, -1.785], [-0.945, 0.813, -0.234], [-0.526, 0.480, 1.105], [-1.240, -0.502, 1.787], [-0.758, -0.943, 3.023], [0.427, -0.430, 3.574], [1.127, 0.546, 2.858], [0.657, 1.008, 1.623], [-1.903, 0.470, -0.372], [-0.878, 1.825, -0.332], [-2.171, -0.884, 1.357], [-1.317, -1.677, 3.576], [0.796, -0.778, 4.537], [2.034, 0.968, 3.268], [1.190, 1.782, 1.059]],
  "lowdin_spin": [0.02, 0.17, 1.70, 0.09, 0.11, 0.12, 0.06, 0.02, 0.01, 0.12, 0.16, 0.24, 0.06, 0.06, 0.30, 0.19, 0.03, 0.23, 0.27, 0.01, 0.00, 0.01, 0.01, 0.00, 0.01, 0.01]
}

{
  "formula": "C32H39N3O5",
  "method": "ωB97M-V/def2-TZVPD",
  "smiles": "CCO[C@H]1OC(C(=O)N2CCN(Cc3ccccc3)CC2)=C[C@@H](c2cn(C(C)=O)c3ccccc23)[C@@H]1CCCO",
  "homo_energy_ev": -8.12,
  "de_lowest_ev": 0.150,
  "multiplicity": 1,
  "gap_ev": 8.60,
  "species": ["C", "C", "O", "C", "O", "C", "C", "O", "N", "C", "C", "N", "C", "C", "C", "C", "C", "C", "C", "C", "C", "C", "C", "C", "C", "N", "C", "C", "O", "C", "C", "C", "C", "C", "C", "C", "C", "C", "C", "O", "H", "H", "H", "H", "H", "H", "H", "H", "H", "H", "H", "H", "H", "H", "H", "H", "H", "H", "H", "H", "H", "H", "H", "H", "H", "H", "H", "H", "H", "H", "H", "H", "H", "H", "H", "H", "H", "H", "H"],
  "coordinates": [[1.527, 0.146, 3.921], [0.654, -0.185, 2.715], [1.339, -0.012, 1.482], [2.126, -1.099, 1.080], [1.313, -2.151, 0.609], [0.869, -2.027, -0.684], [-0.177, -3.054, -1.042], [0.070, -3.994, -1.773], [-1.388, -2.849, -0.481], [-1.793, -1.620, 0.160], [-2.717, -0.844, -0.797], [-3.865, -1.614, -1.227], [-4.926, -1.697, -0.236], [-5.446, -0.317, 0.074], [-5.533, 0.146, 1.379], [-5.994, 1.425, 1.642], [-6.365, 2.256, 0.600], [-6.279, 1.802, -0.706], [-5.825, 0.523, -0.967], [-3.445, -2.884, -1.788], [-2.511, -3.682, -0.863], [1.317, -1.136, -1.560], [2.387, -0.141, -1.222], [1.834, 1.240, -1.036], [0.544, 1.617, -0.882], [0.444, 2.991, -0.697], [-0.705, 3.718, -0.465], [-1.980, 2.909, -0.400], [-0.687, 4.917, -0.317], [1.738, 3.509, -0.745], [2.191, 4.813, -0.625], [3.553, 5.028, -0.724], [4.442, 3.979, -0.942], [3.994, 2.679, -1.062], [2.628, 2.438, -0.958], [3.141, -0.611, 0.040], [4.149, -1.708, -0.314], [5.051, -2.124, 0.848], [6.271, -2.896, 0.335], [7.086, -2.124, -0.512], [0.934, 0.080, 4.829], [1.919, 1.156, 3.824], [2.362, -0.545, 4.001], [-0.191, 0.508, 2.668], [0.270, -1.210, 2.787], [2.647, -1.533, 1.946], [-2.329, -1.865, 1.083], [-0.923, -1.018, 0.413], [-2.145, -0.582, -1.695], [-3.071, 0.071, -0.321], [-4.618, -2.193, 0.699], [-5.732, -2.292, -0.677], [-5.241, -0.497, 2.198], [-6.060, 1.774, 2.662], [-6.720, 3.255, 0.804], [-6.568, 2.447, -1.522], [-5.747, 0.162, -1.981], [-2.907, -2.668, -2.717], [-4.329, -3.477, -2.030], [-3.040, -4.000, 0.041], [-2.119, -4.558, -1.381], [0.903, -1.115, -2.554], [3.104, -0.100, -2.051], [-0.329, 0.997, -0.889], [-1.919, 2.172, 0.397], [-2.807, 3.585, -0.198], [-2.161, 2.400, -1.344], [1.505, 5.627, -0.462], [3.936, 6.034, -0.635], [5.499, 4.189, -1.021], [4.685, 1.868, -1.239], [3.661, 0.242, 0.486], [4.791, -1.338, -1.117], [3.618, -2.583, -0.692], [5.393, -1.234, 1.386], [4.514, -2.760, 1.552], [5.948, -3.747, -0.268], [6.854, -3.273, 1.188], [7.382, -1.344, -0.030]],
  "lowdin_charge": [-0.06, -0.24, -0.08, -0.31, 0.05, -0.19, -0.39, 0.09, -0.04, -0.11, -0.15, -0.17, -0.15, -0.23, -0.05, -0.09, -0.10, -0.08, -0.04, -0.15, -0.11, 0.03, -0.19, -0.12, 0.02, 0.05, -0.44, 0.01, 0.09, -0.12, 0.00, -0.08, -0.09, -0.02, -0.11, -0.18, -0.14, -0.18, -0.28, -0.07, 0.08, 0.08, 0.07, 0.12, 0.12, 0.15, 0.13, 0.10, 0.13, 0.10, 0.11, 0.13, 0.11, 0.10, 0.10, 0.10, 0.12, 0.13, 0.12, 0.13, 0.12, 0.14, 0.16, 0.11, 0.08, 0.09, 0.09, 0.10, 0.10, 0.10, 0.11, 0.15, 0.12, 0.13, 0.12, 0.11, 0.12, 0.12, 0.09]
}

{
  "formula": "C23H53N3O5",
  "method": "ωB97M-V/def2-TZVPD",
  "smiles": "CCOCCOCOC[C@@H](CCO)NCC=O.CCN(CC)CC.CCN(CC)CC",
  "homo_energy_ev": -7.97,
  "multiplicity": 1,
  "gap_ev": 8.59,
  "species": ["C", "C", "O", "C", "C", "O", "C", "O", "C", "C", "C", "C", "O", "N", "C", "C", "O", "H", "H", "H", "H", "H", "H", "H", "H", "H", "H", "H", "H", "H", "H", "H", "H", "H", "H", "H", "H", "H", "H", "H", "C", "C", "N", "C", "C", "C", "C", "H", "H", "H", "H", "H", "H", "H", "H", "H", "H", "H", "H", "H", "H", "H", "C", "C", "N", "C", "C", "C", "C", "H", "H", "H", "H", "H", "H", "H", "H", "H", "H", "H", "H", "H", "H", "H"],
  "coordinates": [[2.644, 0.174, 0.990], [2.122, -1.034, 1.791], [1.241, -1.842, 1.053], [-0.116, -1.395, 1.065], [-0.531, -0.938, -0.348], [-1.329, -1.856, -1.069], [-2.619, -1.977, -0.582], [-3.250, -0.737, -0.444], [-4.640, -0.730, -0.748], [-5.470, -0.212, 0.442], [-5.616, 1.305, 0.354], [-4.319, 2.041, 0.772], [-4.070, 3.157, -0.074], [-6.815, -0.830, 0.309], [-7.027, -1.778, 1.404], [-8.299, -2.581, 1.234], [-9.044, -2.386, 0.361], [2.777, 1.044, 1.621], [3.622, -0.029, 0.580], [1.981, 0.427, 0.178], [1.741, -0.738, 2.766], [2.992, -1.648, 1.990], [-0.188, -0.538, 1.725], [-0.737, -2.209, 1.415], [0.382, -0.835, -0.911], [-0.968, 0.058, -0.286], [-3.138, -2.650, -1.255], [-2.604, -2.479, 0.395], [-5.039, -1.700, -1.019], [-4.781, -0.007, -1.543], [-5.004, -0.469, 1.391], [-6.382, 1.574, 1.079], [-5.929, 1.596, -0.638], [-4.472, 2.445, 1.760], [-3.497, 1.331, 0.736], [-3.897, 2.800, -0.954], [-7.494, -0.085, 0.405], [-6.184, -2.461, 1.435], [-7.113, -1.227, 2.348], [-8.492, -3.345, 2.013], [-0.633, 2.655, -5.871], [-0.290, 1.409, -5.067], [-1.367, 0.440, -5.028], [-1.170, -0.602, -4.031], [0.020, -1.552, -4.208], [-1.862, -0.005, -6.319], [-0.863, -0.637, -7.296], [-1.563, 3.104, -5.518], [0.161, 3.395, -5.762], [-0.734, 2.441, -6.936], [-0.082, 1.724, -4.041], [0.647, 0.982, -5.457], [-2.086, -1.195, -3.951], [-1.066, -0.111, -3.060], [-0.151, -2.274, -5.005], [0.164, -2.121, -3.288], [0.948, -1.016, -4.411], [-2.324, 0.852, -6.817], [-2.688, -0.701, -6.154], [0.060, -0.061, -7.375], [-1.305, -0.677, -8.294], [-0.609, -1.660, -7.020], [4.572, 2.114, 5.803], [5.341, 0.821, 5.572], [5.516, 0.505, 4.168], [5.973, -0.855, 3.933], [7.353, -1.256, 4.466], [6.156, 1.530, 3.362], [7.553, 2.005, 3.779], [3.618, 2.101, 5.274], [4.365, 2.235, 6.868], [5.136, 2.990, 5.480], [4.770, 0.010, 6.033], [6.298, 0.875, 6.113], [5.929, -1.064, 2.860], [5.237, -1.529, 4.383], [8.159, -0.830, 3.870], [7.460, -2.342, 4.415], [7.493, -0.965, 5.508], [5.496, 2.402, 3.339], [6.192, 1.192, 2.323], [7.620, 2.206, 4.849], [7.790, 2.937, 3.261], [8.328, 1.288, 3.513]],
  "lowdin_charge": [-0.05, -0.27, -0.15, -0.15, -0.17, -0.10, -0.26, -0.11, -0.13, -0.33, -0.13, -0.23, -0.07, -0.02, -0.18, -0.29, 0.10, 0.07, 0.06, 0.06, 0.11, 0.11, 0.12, 0.12, 0.12, 0.12, 0.13, 0.13, 0.12, 0.13, 0.14, 0.11, 0.12, 0.12, 0.10, 0.08, 0.10, 0.12, 0.13, 0.12, -0.09, -0.28, -0.20, -0.25, -0.07, -0.25, -0.08, 0.08, 0.07, 0.06, 0.12, 0.10, 0.11, 0.10, 0.06, 0.06, 0.07, 0.10, 0.11, 0.07, 0.07, 0.05, -0.09, -0.28, -0.20, -0.26, -0.08, -0.25, -0.08, 0.08, 0.07, 0.06, 0.12, 0.10, 0.11, 0.11, 0.06, 0.07, 0.07, 0.10, 0.11, 0.07, 0.07, 0.05]
}

{
  "formula": "C2O3S",
  "method": "ωB97M-V/def2-TZVPD",
  "homo_energy_ev": [-9.23, -8.93],
  "de_lowest_ev": 4.534,
  "multiplicity": 1,
  "gap_ev": [7.51, 7.32],
  "species": ["C", "C", "O", "O", "O", "S"],
  "coordinates": [[-1.073, -0.781, 1.162], [0.914, -0.968, -0.294], [1.063, -1.517, -1.256], [0.067, 2.405, 0.182], [-1.994, -0.578, 0.559], [1.023, 1.439, -0.353]],
  "lowdin_charge": [-0.05, -0.27, 0.09, -0.62, 0.07, 0.78]
}

{
  "formula": "C3H4BrNO",
  "method": "ωB97M-V/def2-TZVPD",
  "smiles": "C=C=O.C=NBr",
  "homo_energy_ev": -9.16,
  "de_lowest_ev": 3.013,
  "multiplicity": 1,
  "gap_ev": 9.32,
  "species": ["C", "C", "O", "H", "H", "C", "N", "Br", "H", "H"],
  "coordinates": [[0.301, -0.060, -2.445], [0.829, 0.718, -1.611], [1.148, 1.396, -0.696], [-0.002, -1.104, -2.101], [0.100, 0.240, -3.395], [1.746, -0.988, 0.909], [0.761, -1.137, 0.176], [-0.398, -2.622, -0.063], [2.262, -0.101, 0.684], [2.045, -1.770, 1.664]],
  "lowdin_charge": [-0.01, -0.32, 0.10, 0.02, 0.03, -0.12, -0.49, 0.63, 0.06, 0.10]
}

{
  "formula": "FHIPS",
  "method": "ωB97M-V/def2-TZVPD",
  "smiles": "S=PI.F",
  "homo_energy_ev": -9.05,
  "de_lowest_ev": 0.849,
  "multiplicity": 1,
  "gap_ev": 7.53,
  "species": ["S", "P", "I", "F", "H"],
  "coordinates": [[-2.038, 0.125, -1.026], [-0.458, 0.763, -1.881], [1.090, -1.037, -2.144], [0.572, -0.049, 2.115], [0.834, 0.199, 2.936]],
  "lowdin_charge": [0.00, -0.23, 0.23, -0.06, 0.05]
}

no.,E_tot (eV),F_max (hartree/bohr)
1,-25806.5020,0.182
2,-48525.2768,0.015
3,-39414.9174,0.067
4,-19048.2576,0.031
5,-76752.5068,0.104
6,-30958.7632,0.035